# 1
The following is a DFT calculation (ωB97M-V/def2-TZVPD) of C45H48F6HgI2N5OSb as an isolated structure at a distorted geometry.

Results
Charge: -2

Geometry (Å):
Hg: -10.3888 14.6458 12.0190
C: -6.2696 19.8102 14.7728
C: -6.6202 18.3290 14.6770
C: -7.8071 17.9523 13.8870
C: -9.0158 18.5989 13.6648
C: -9.4169 19.9830 13.8911
C: -9.2250 20.8956 12.6920
C: -9.8260 17.6254 12.9032
N: -9.1736 16.4256 12.8096
C: -7.9818 16.5529 13.3660
C: -7.0178 15.4892 13.4020
C: -7.1535 14.2212 12.8614
C: -6.1882 13.1034 13.0716
C: -4.9880 13.1802 13.9645
C: -3.6182 13.3777 13.2918
C: -6.6379 12.0887 12.3142
C: -7.8914 12.4934 11.7072
C: -8.6651 11.7020 10.8996
C: -9.8546 12.1069 10.1195
N: -10.4453 13.2599 10.1642
C: -11.5343 13.2964 9.3470
C: -12.4081 14.4503 9.2574
C: -12.3391 15.7349 9.8097
N: -11.3595 16.1448 10.7047
C: -11.7386 17.3009 11.2507
C: -10.9703 17.9896 12.2792
C: -12.9477 17.7749 10.6863
C: -13.3503 16.7921 9.7752
C: -14.7126 16.7079 9.1085
C: -15.8745 16.4959 10.1195
C: -13.5902 19.0950 10.7589
C: -12.7185 20.1082 9.9840
C: -11.7168 12.0010 8.7528
C: -10.6542 11.2096 9.1929
C: -10.2605 9.7556 8.7830
C: -9.0115 9.6893 7.8584
C: -12.5597 11.5860 7.5919
C: -14.0858 11.8706 7.8910
N: -8.0938 13.7990 12.0491
C: -6.0430 10.6840 12.2088
C: -5.3718 10.3666 10.8826
H: -5.2236 19.9760 15.0913
H: -6.8581 20.3435 15.5827
H: -6.5670 20.3072 13.8378
H: -6.7421 17.9084 15.6898
H: -5.7700 17.8200 14.1667
H: -8.8673 20.3683 14.7588
H: -10.4154 19.9437 14.2099
H: -8.2565 21.4356 12.6292
H: -10.0607 21.6604 12.7067
H: -9.4731 20.3996 11.7451
H: -6.2148 15.6508 14.1195
H: -5.0515 12.2202 14.4300
H: -5.1279 13.8210 14.8725
H: -3.2504 12.4608 12.8253
H: -2.8893 13.7227 14.0141
H: -3.7355 14.1198 12.4860
H: -8.4123 10.6376 10.8416
H: -13.2894 14.3526 8.6432
H: -11.3294 18.9274 12.6778
H: -14.6493 15.7909 8.5118
H: -14.8824 17.5474 8.4471
H: -15.7090 15.6588 10.7483
H: -16.8581 16.3067 9.6682
H: -16.0315 17.2984 10.8530
H: -13.7918 19.3326 11.7689
H: -14.5853 19.0172 10.3085
H: -11.7667 20.2410 10.5195
H: -13.2554 21.0688 9.8620
H: -12.4441 19.6266 9.0178
H: -11.0744 9.3117 8.2074
H: -10.1963 9.1774 9.6532
H: -9.2107 10.2954 6.9654
H: -8.7279 8.6549 7.5159
H: -8.1840 10.1550 8.3423
H: -12.4389 10.4703 7.4076
H: -12.2501 12.1175 6.7228
H: -14.5011 10.9580 8.3266
H: -14.6338 11.8887 6.9147
H: -14.2304 12.7716 8.5085
H: -6.8840 9.9744 12.4194
H: -5.2748 10.4506 12.9366
H: -6.0399 10.5788 10.0649
H: -5.0697 9.2954 10.8335
H: -4.4182 10.8878 10.8594
I: -13.6236 10.2210 11.6315
C: -11.8951 10.4739 12.7608
C: -11.0213 9.3893 12.9970
C: -9.8584 9.5640 13.7564
I: -8.7034 7.8446 14.0221
C: -9.5614 10.8216 14.4018
C: -8.3930 11.0779 15.1919
C: -8.1219 12.3100 15.6287
C: -8.9779 13.3773 15.1867
N: -9.9883 13.1680 14.3931
C: -10.3675 11.8881 14.0369
C: -11.5075 11.7994 13.0823
O: -12.0030 12.8764 12.6365
H: -11.0810 8.4385 12.4719
H: -7.7150 10.1714 15.4450
H: -7.3012 12.6341 16.3035
H: -8.8011 14.4206 15.4632
F: -10.6869 16.5827 16.4719
Sb: -9.8018 17.4003 17.9024
F: -9.2616 18.7835 16.7603
F: -11.3820 18.3966 18.3377
F: -9.0288 18.0955 19.5217
F: -10.3688 15.9193 18.9331
F: -8.2190 16.5294 17.3872

Forces on the atoms, in the same order (eV/Å):
0.76 -0.79 0.58
-0.97 0.95 1.16
1.13 -0.23 0.03
-2.26 -0.26 -0.06
2.34 -2.42 -0.54
1.62 0.55 0.65
-1.58 1.43 -0.70
0.55 0.18 0.18
-0.58 0.24 -0.51
0.87 -0.33 0.04
-0.67 1.29 1.10
1.12 -0.47 0.11
0.12 1.58 -0.21
-0.28 -0.38 0.71
-0.78 0.33 -0.43
1.34 -1.82 0.84
0.24 0.41 -0.24
-1.42 0.23 -0.95
0.32 -3.01 -0.16
0.02 1.89 0.33
-1.73 1.81 0.28
1.17 -1.14 -0.28
0.05 0.73 1.15
-0.65 -0.49 -0.44
0.98 1.07 1.09
-0.86 -0.38 -0.53
-0.47 -1.70 -1.66
0.04 -0.26 0.78
0.41 -0.97 0.69
-0.36 0.86 -0.17
-0.05 0.03 -0.92
-0.14 -0.28 0.18
2.11 -1.57 -0.55
0.77 0.43 0.38
-0.54 2.00 -1.56
-0.77 -0.47 -0.24
-1.76 -0.87 1.42
0.36 -0.98 -1.52
-2.16 0.19 -1.19
-1.19 -0.17 0.15
0.33 -1.02 0.36
-0.33 -0.11 -0.65
0.40 -0.76 -0.84
0.68 0.04 0.17
0.20 -0.03 -0.29
-0.29 0.19 0.59
-0.17 -0.01 -0.22
-1.62 0.29 0.33
-0.54 -0.56 0.07
1.06 -0.27 0.23
0.61 -0.24 0.16
0.10 -0.10 -0.38
0.63 -1.05 0.51
-0.03 0.14 -1.16
-0.10 -0.02 0.07
0.26 0.10 0.07
0.25 -0.10 0.32
0.04 0.42 -0.11
0.06 -0.31 -0.20
-0.46 0.22 -0.51
-0.35 0.30 -0.31
-0.19 0.24 -0.19
0.57 -1.08 0.43
0.28 0.19 -0.35
0.28 0.24 -0.44
0.08 0.84 1.26
0.14 0.10 -0.17
-0.31 0.23 -0.13
0.50 -0.36 -0.14
-0.37 0.62 0.43
-0.21 0.07 0.14
0.53 -0.96 1.39
-0.02 -0.17 0.08
-0.37 0.87 0.51
0.84 0.20 0.40
-0.10 1.45 0.10
0.25 0.43 -0.84
0.03 0.41 0.68
0.29 0.63 0.65
-0.22 -0.74 -0.39
0.63 0.36 -0.26
-0.07 0.42 0.73
0.13 0.26 -0.55
-0.46 0.46 0.05
-0.09 0.50 -0.53
0.02 -0.05 -0.11
0.61 -0.02 -0.05
1.23 0.76 0.36
-1.12 0.28 0.10
0.26 -0.08 0.10
0.61 -1.39 -0.74
0.62 -3.00 0.19
0.07 2.44 0.79
0.00 -0.42 0.00
-0.90 -0.42 -0.12
0.52 1.54 -0.29
0.48 0.66 0.50
-0.25 -0.69 0.02
-0.67 0.16 0.21
-1.21 1.69 -0.42
-0.44 -0.75 -0.61
0.11 -0.33 0.01
-0.26 -0.07 -0.54
-1.06 -0.10 1.06
0.28 0.79 -0.06
0.37 -0.20 -0.10
0.10 0.00 -0.73
0.07 -0.06 0.22
0.62 -0.28 0.15

---

# 2
The following is a DFT calculation (ωB97M-V/def2-TZVPD) of a 2-piece molecular cluster, C4H7NO2 overall at a distorted geometry.

Results
Structure (SMILES): N/C=C/O.C=C=O
Charge: 0

Geometry (Å):
N: -0.8613 1.5471 -0.1869
C: 0.4417 1.0376 -0.3672
C: 0.9739 0.2251 0.5483
O: 2.2530 -0.2351 0.4579
H: -0.6558 2.3621 0.3774
H: -1.2663 1.8528 -1.0686
H: 1.0195 1.3522 -1.2338
H: 0.4131 -0.0472 1.4464
H: 2.2578 -0.9555 -0.1971
C: -1.4202 -1.2914 -0.4448
C: -0.1480 -1.5209 -0.6676
O: 0.8832 -1.9596 -1.0429
H: -2.0737 -1.7748 -1.1550
H: -1.8190 -0.6854 0.3548

Forces on the atoms, in the same order (eV/Å):
0.35 0.71 0.17
0.37 -0.49 0.00
0.06 0.62 0.19
0.25 -0.11 0.02
-0.89 0.42 0.13
0.10 0.00 0.24
0.03 -0.31 -0.03
0.13 0.04 -0.12
0.07 0.12 0.14
0.01 -0.31 -0.01
0.19 -0.86 -0.72
-0.73 0.24 0.19
-0.18 -0.19 0.09
0.24 0.10 -0.29

---

# 3
The following is a DFT calculation (ωB97M-V/def2-TZVPD) of a 3-piece molecular cluster, C16H16ClF16O3 overall at a distorted geometry.

Results
Charge: -1

Geometry (Å):
C: -3.2450 -3.8215 -2.6813
C: -2.5119 -3.1531 -1.7397
C: -2.2155 -1.6497 -2.0023
C: -0.8898 -1.2900 -1.3032
C: -0.6886 0.2015 -1.2158
C: -0.3829 1.0832 -2.4462
O: -0.1042 2.2403 -2.3998
Cl: -0.4125 0.3180 -4.0857
H: -2.8664 -4.6959 -3.2089
H: -4.2213 -3.4412 -2.9770
H: -2.0906 -3.6239 -0.8574
H: -3.0243 -0.9694 -1.6962
H: -2.1638 -1.6322 -3.0927
H: -0.0923 -1.6713 -1.9607
H: 0.1949 0.3887 -0.5911
H: -1.5239 0.7047 -0.7143
C: 3.1170 3.3483 -2.2801
C: 3.3843 4.6034 -3.1251
C: 4.7186 4.6954 -3.8697
F: 5.7677 4.6945 -3.0231
F: 4.7561 5.8585 -4.5664
F: 3.2043 5.7144 -2.3747
F: 2.4346 4.6197 -4.1007
O: 3.3334 3.4384 -0.8780
C: 4.5481 3.2266 -0.3009
C: 5.0675 4.4808 0.4124
F: 5.1967 5.5108 -0.4445
F: 6.2889 4.2172 0.9389
F: 5.4575 2.7407 -1.1669
F: 4.3822 2.2924 0.6650
H: 2.0450 3.1749 -2.3667
H: 3.5936 2.4647 -2.7048
H: 4.8215 3.8657 -4.5733
H: 4.3815 4.7641 1.2124
C: -2.3136 -2.5261 4.9175
C: -2.8645 -3.9615 4.9239
C: -2.1935 -4.9972 4.0160
F: -2.3030 -4.6683 2.7229
F: -2.8111 -6.1922 4.2011
F: -4.1945 -3.9457 4.7001
F: -2.6769 -4.4270 6.1996
O: -2.9823 -1.5516 4.1474
C: -2.6763 -1.3536 2.8143
C: -3.8704 -1.6520 1.8997
F: -4.2842 -2.9294 2.0594
F: -3.4917 -1.4737 0.6289
F: -1.5854 -2.0329 2.4563
F: -2.4044 -0.0371 2.6742
H: -2.4504 -2.1856 5.9433
H: -1.2386 -2.5156 4.7334
H: -1.1372 -5.1080 4.2764
H: -4.7026 -0.9839 2.1358

Forces on the atoms, in the same order (eV/Å):
0.42 -0.36 0.80
-1.19 0.69 -1.17
-0.22 -0.63 1.22
-0.31 0.48 -0.60
0.24 -1.00 -0.03
-0.23 0.65 0.60
0.20 0.12 -0.15
0.03 -0.26 -0.13
-0.76 -0.95 1.08
0.71 0.87 -1.22
1.28 -0.15 -0.68
0.01 -0.04 0.10
-0.13 0.36 -0.06
0.16 -0.16 0.27
0.00 0.28 -0.04
-0.02 0.13 -0.09
-0.41 -0.54 -0.07
-0.09 0.16 0.46
0.00 0.01 -0.23
-0.01 -0.02 0.11
-0.02 -0.01 0.01
0.08 0.01 -0.02
0.06 -0.11 -0.12
0.26 0.57 -0.09
-0.28 -0.27 -0.19
0.02 0.08 0.14
0.04 -0.02 -0.08
-0.01 -0.02 0.01
0.07 0.07 -0.02
0.06 -0.06 0.07
-0.07 0.05 0.02
0.22 0.12 -0.03
-0.01 -0.02 0.02
-0.02 -0.04 0.00
0.39 0.39 0.36
-0.37 0.27 -0.19
0.10 -0.14 0.07
-0.05 0.08 -0.04
0.01 0.01 0.04
0.02 -0.05 -0.01
0.15 -0.05 0.02
-0.42 -0.46 -0.20
0.34 0.10 0.21
-0.10 0.07 -0.14
0.05 -0.05 0.06
-0.13 0.00 0.08
-0.04 -0.11 -0.03
-0.02 0.08 -0.01
-0.05 -0.02 0.01
-0.02 -0.18 -0.17
0.00 0.02 0.01
0.04 0.03 0.06

---

| no. | DFT total energy (Ha) | LUMO energy (eV) | HOMO level (eV) |
| --- | --- | --- | --- |
| 1 | -3681.04783 | 3.4 | -2.2 |
| 2 | -361.75993 | 0.9 | -8.9 |
| 3 | -2902.94100 | 2.5 | -2.0 |